Entry 1:
Entry from the OMol25 dataset: a 2-piece molecular cluster, C7H14NOP overall in a non-equilibrium geometry (the ωB97M-V functional and the def2-TZVPD basis).

```
24
Properties=species:S:1:pos:R:3:forces:R:3:lowdin_charge:R:1
C 1.78353 -0.77355 2.08771 -0.25 1.46 -2.94 0.0181
C 1.61123 -0.68339 0.74719 0.13 -0.91 -0.31 -0.1609
C 1.53410 0.60879 -0.04305 0.76 -1.84 1.31 -0.4319
C 0.58038 1.32756 0.49016 -0.74 2.38 -0.35 -0.0418
C 2.29196 0.79869 -1.31835 -0.28 -1.16 -1.66 -0.0924
H 1.72253 -1.72185 2.50500 -0.10 -1.38 1.14 0.0281
H 1.90993 0.13871 2.65407 0.30 -0.18 0.26 0.0666
H 1.29021 -1.59276 0.15911 0.94 0.73 0.67 0.1066
H 0.01743 0.91016 1.32077 0.14 0.65 -0.20 0.0555
H 0.32515 2.29119 0.03143 -0.16 -0.23 0.53 0.0746
H 3.36071 0.45918 -1.24654 -1.11 -0.04 -0.03 0.0810
H 2.36346 1.84840 -1.71703 -0.64 -1.01 0.46 0.0894
H 1.67633 0.08004 -2.09519 1.88 1.82 1.45 0.0945
C -2.44517 0.29719 0.53364 3.52 2.60 -0.80 -0.0918
N -1.69848 -0.29401 -0.65636 -2.79 1.87 -0.06 -0.4563
C -1.59297 -1.73477 -0.66694 1.49 -0.51 0.68 -0.1626
P -1.03121 0.69598 -1.84792 -0.38 -2.41 0.14 0.8151
O -1.52996 2.04984 -1.69736 -0.42 1.72 0.18 -0.4657
H -2.42964 1.47881 0.45244 -0.19 -2.56 -0.10 0.1144
H -3.40105 -0.04554 0.75832 -1.81 -0.84 -0.42 0.0449
H -1.82796 0.07039 1.41523 -0.15 -0.05 -0.05 0.0625
H -1.19479 -2.08650 -1.68504 -0.59 0.33 1.61 0.0908
H -0.81371 -1.79379 0.13939 -0.48 -1.52 -0.72 0.0605
H -2.50199 -2.32876 -0.32067 0.91 1.09 -0.78 0.1007
```
Forces are in eV/Å.

Output
Charge: 0
Frontier orbital gap (eV): 9.7

***

Entry 2:
Entry from the OMol25 dataset: a 2-piece molecular cluster, C7H14NP overall in a non-equilibrium geometry (the ωB97M-V functional and the def2-TZVPD basis).

```
23
Properties=species:S:1:pos:R:3:forces:R:3:lowdin_charge:R:1
C -0.99898 3.52582 1.85675 -3.02 1.21 1.67 -0.0221
C -0.82972 2.24909 2.13025 0.90 1.20 -1.20 -0.2130
C 0.43455 1.52544 1.75999 0.78 0.03 0.17 -0.3346
N 0.33852 0.08463 1.60035 -0.21 0.44 0.17 -0.3518
P -0.50320 -0.71986 0.58638 -0.78 -0.46 0.11 0.8818
C -1.45030 0.39940 -0.55828 0.08 -1.58 -0.27 -0.3107
H -1.92464 4.14073 2.21103 1.58 -1.51 -0.58 0.0937
H -0.28093 4.15171 1.46308 1.64 0.99 -1.28 0.0235
H -1.61428 1.84880 2.67353 -1.17 -1.65 0.95 0.0756
H 0.87592 1.98414 0.82358 -0.34 -0.31 1.09 0.1294
H 1.11437 1.69688 2.62516 -0.03 0.01 -0.74 0.1092
H -0.97054 0.19091 -1.54286 -0.80 0.25 0.36 0.0323
H -1.35663 1.39597 -0.28038 0.52 1.95 0.24 -0.0299
H -2.53866 0.21626 -0.50278 0.52 -0.48 -0.44 0.0367
C 1.88158 -1.79532 -0.75286 3.84 1.69 -2.51 -0.1119
C 1.21387 -2.05742 -1.85276 1.47 0.57 -2.20 -0.3168
C 0.26540 -3.15672 -2.10717 -1.56 -0.66 0.84 -0.1323
H 2.97046 -1.32372 -0.83760 -2.82 -0.44 0.40 0.1176
H 1.68334 -2.32995 0.06829 -0.67 -1.58 3.38 -0.0149
H 1.70683 -1.62545 -2.75779 -0.92 -0.17 0.44 0.1055
H 0.76519 -3.82557 -2.81517 0.00 -0.39 0.51 0.0788
H -0.66572 -2.92802 -2.62958 0.05 0.66 -0.12 0.0631
H -0.11642 -3.64777 -1.16117 0.92 0.20 -1.00 0.0908
```
Forces are in eV/Å.

Output
Charge: 0
Frontier orbital gap (eV): 9.2

***

Entry 3:
Entry from the OMol25 dataset: a 2-piece molecular cluster, C7H14O overall in a non-equilibrium geometry (the ωB97M-V functional and the def2-TZVPD basis).

```
22
Properties=species:S:1:pos:R:3:forces:R:3:lowdin_charge:R:1
C 1.69303 1.31921 1.29454 -1.58 1.77 1.51 0.0576
C 0.39638 0.92620 1.11823 0.17 -1.33 1.45 -0.2917
C -0.69372 1.12749 2.11612 -1.51 0.43 -0.44 -0.0972
C -0.05109 -0.19309 0.19890 1.69 0.05 -1.38 -0.2459
C 1.03237 -0.64515 -0.78898 -0.38 -0.71 -0.12 -0.0886
C -1.17550 -0.92492 0.31528 -0.43 -0.85 0.72 -0.0814
C -1.42894 -2.32708 -0.27336 0.11 2.00 1.87 -0.0700
H 2.36074 1.09589 0.53070 1.33 -0.54 -1.10 0.0102
H 2.15502 2.05443 2.11835 -1.69 -1.81 -1.78 0.1139
H -0.64970 0.62179 3.06485 0.36 -0.83 0.12 0.0880
H -0.84041 2.11791 2.40508 0.31 2.12 0.44 0.0508
H -1.67786 0.92197 1.64117 0.75 0.00 0.55 0.0672
H 1.81342 -1.10987 -0.18790 0.07 -0.50 -0.08 0.0822
H 0.60158 -1.36706 -1.53838 0.74 0.70 0.85 0.0755
H 1.54584 0.14003 -1.35701 -0.55 -0.06 0.44 0.0581
H -1.97651 -0.67827 1.03739 0.77 -0.03 -0.50 0.0911
H -0.92782 -2.50604 -1.13201 1.59 -0.27 -3.00 0.0110
H -1.07410 -3.11535 0.35266 0.15 -0.39 1.07 0.0767
H -2.44300 -2.49914 -0.46977 -1.63 -0.12 -0.10 0.0528
O 0.32971 0.85136 -2.97900 1.90 2.65 2.82 0.0008
H -0.26927 1.58313 -2.92828 -0.67 0.20 -0.39 0.0495
H 0.10929 0.23379 -3.58922 -1.50 -2.49 -2.96 -0.0106
```
Forces are in eV/Å.

Output
Charge: 0
Frontier orbital gap (eV): 9.2

***

Entry 4:
Entry from the OMol25 dataset: a 2-piece molecular cluster, C7H14O overall in a non-equilibrium geometry (the ωB97M-V functional and the def2-TZVPD basis).

```
22
Properties=species:S:1:pos:R:3:forces:R:3:lowdin_charge:R:1
C -2.03818 -0.84333 0.11106 -0.66 -2.11 -1.65 -0.1275
C -0.76899 -0.98471 0.90508 -1.66 0.79 2.09 -0.1771
C -0.67050 -0.37394 2.11231 2.00 -2.43 -1.45 -0.1756
O 0.44832 -0.56646 2.96900 -1.41 -0.01 -0.72 -0.0383
H -2.12162 -1.55905 -0.80748 0.68 1.17 1.50 0.1020
H -2.10988 0.13950 -0.29815 -0.44 0.79 -0.21 0.0479
H -2.95474 -1.14539 0.62880 0.20 0.53 0.39 0.0716
H -0.04552 -1.63557 0.50501 0.96 -0.60 -0.01 0.0889
H -1.43871 0.25341 2.46784 -0.54 0.82 0.63 0.1077
H 0.62557 -1.52144 2.94974 0.14 0.54 -0.06 0.0961
C 2.22932 0.03188 -0.08927 1.33 -1.00 -0.12 -0.0059
C 1.01856 0.42917 -0.51197 1.54 0.52 -2.04 -0.4517
C 0.50184 -0.00222 -1.92829 -3.59 -0.10 3.51 -0.0418
C 0.46831 1.72982 0.02598 0.32 -0.44 -2.49 -0.0731
H 2.84049 -0.85309 -0.49417 -1.33 1.35 0.22 0.0828
H 2.84161 0.58497 0.65832 -1.02 -0.44 -0.16 0.0728
H 0.37540 0.86708 -2.58405 0.32 -0.38 0.07 0.0823
H -0.57395 -0.49658 -1.75166 2.21 1.25 -0.79 0.0839
H 1.10651 -0.78279 -2.23474 1.32 -1.23 -1.31 0.0332
H 1.17191 2.43287 -0.46896 -0.52 0.33 1.11 0.1023
H -0.51270 1.93774 -0.40200 -0.13 -0.03 0.18 0.0723
H 0.40909 1.66241 1.07253 0.29 0.68 1.32 0.0471
```
Forces are in eV/Å.

Output
Charge: 0
Frontier orbital gap (eV): 9.4

***

Calculated HOMO level (eV), listed in the same order as above: -8.990 -8.600 -8.364 -8.480
Calculated relative energy (zero: lowest compared OMol25 entry of this formula, charge and spin) (eV), listed in the same order as above: 1.663 1.367 2.871 3.172
Calculated electronic energy (hartree), listed in the same order as above: -746.38233 -671.08337 -350.25397 -350.24290